No. 1
10
Properties=species:S:1:pos:R:3 method="wB97M-V/def2-TZVPD" lumo_ev=0.6 max_force_ev_per_a=1.75 gap_ev=9.72 energy_ev=-6726.9992
O -0.456 2.095 0.775
C -0.251 1.004 0.299
C -1.107 -0.222 0.273
C 0.688 -0.863 -0.430
N 0.900 0.515 -0.248
H -1.523 -0.353 1.304
H -1.972 -0.218 -0.400
H 0.838 -1.576 0.362
H 1.275 -1.220 -1.322
H 1.652 1.081 -0.605

***

No. 2
143
Properties=species:S:1:pos:R:3 method="wB97M-V/def2-TZVPD" lumo_ev=-10.8 max_force_ev_per_a=4.64 gap_ev=8.63 total_charge=+6 energy_ev=-213967.6126
C -6.247 -2.047 0.447
C -5.294 -2.403 1.574
C -4.381 -1.216 2.019
O -5.235 -0.209 2.505
C -5.445 0.974 1.679
N -6.032 -2.886 2.771
H -6.640 -3.648 2.464
H -5.452 -3.227 3.539
H -6.569 -2.144 3.203
H -6.646 -2.957 -0.004
H -5.686 -1.573 -0.349
H -6.988 -1.360 0.840
H -4.658 -3.256 1.385
H -3.762 -0.811 1.188
H -3.684 -1.506 2.809
H -6.223 0.778 0.948
H -4.529 1.302 1.190
H -5.880 1.789 2.261
C 0.367 -4.373 4.156
C 1.832 -3.829 3.892
C 2.914 -4.822 4.104
O 4.184 -4.241 3.607
C 5.248 -5.064 3.880
N 1.891 -3.429 2.380
H 1.432 -4.079 1.742
H 1.384 -2.571 2.112
H 2.878 -3.255 2.040
H -0.342 -3.588 3.936
H 0.243 -4.893 5.106
H 0.285 -5.219 3.464
H 2.079 -2.882 4.358
H 2.722 -5.816 3.691
H 2.999 -4.919 5.189
H 5.081 -5.624 4.787
H 6.160 -4.525 3.994
H 5.395 -5.765 3.056
C -2.891 2.375 4.120
C -3.185 2.471 5.622
C -2.564 3.730 6.167
O -3.095 4.103 7.392
C -2.582 5.353 7.914
N -4.705 2.492 5.649
H -4.963 2.420 6.657
H -4.942 3.403 5.300
H -5.164 1.743 5.137
H -3.242 1.399 3.727
H -1.842 2.475 3.856
H -3.423 3.219 3.658
H -2.904 1.569 6.165
H -2.760 4.489 5.402
H -1.458 3.580 6.177
H -2.586 6.052 7.071
H -1.532 5.253 8.278
H -3.152 5.536 8.824
C -5.537 -3.179 -4.247
C -4.685 -2.030 -4.695
C -3.297 -2.025 -4.076
O -2.467 -0.952 -4.588
C -1.075 -1.200 -4.290
N -4.528 -2.201 -6.236
H -4.383 -3.140 -6.587
H -5.390 -1.915 -6.737
H -3.746 -1.657 -6.575
H -5.681 -3.168 -3.171
H -5.081 -4.121 -4.581
H -6.526 -3.131 -4.661
H -5.202 -1.105 -4.514
H -2.873 -3.014 -4.300
H -3.335 -1.931 -2.995
H -0.873 -1.105 -3.241
H -0.437 -0.461 -4.782
H -0.747 -2.186 -4.672
C 4.258 -2.190 -5.303
C 4.308 -3.024 -4.092
C 3.013 -3.081 -3.216
O 2.096 -3.806 -3.922
C 0.949 -4.141 -3.075
N 4.671 -4.448 -4.540
H 4.810 -5.095 -3.771
H 3.943 -4.828 -5.111
H 5.480 -4.471 -5.141
H 5.178 -2.267 -5.883
H 4.164 -1.174 -4.957
H 3.405 -2.410 -5.918
H 5.068 -2.784 -3.362
H 2.756 -2.064 -2.972
H 3.262 -3.597 -2.259
H 0.308 -4.772 -3.648
H 0.415 -3.286 -2.685
H 1.213 -4.741 -2.204
C 4.095 5.077 3.664
C 3.365 4.007 2.934
O 2.400 3.971 2.214
N 4.073 2.478 3.087
H 4.123 2.149 4.050
H 3.487 1.840 2.571
C 5.478 2.388 2.558
H 3.769 6.024 3.261
H 5.140 5.035 3.395
H 4.085 5.125 4.738
H 6.226 2.829 3.218
H 5.482 2.883 1.604
H 5.743 1.331 2.455
C -3.972 4.947 -6.544
C -3.596 3.861 -5.513
O -3.755 2.706 -5.270
N -2.708 4.646 -4.328
H -1.791 4.969 -4.669
H -3.264 5.454 -4.029
C -2.517 3.711 -3.097
H -3.015 5.389 -6.911
H -4.601 5.680 -6.000
H -4.515 4.466 -7.357
H -2.103 4.342 -2.318
H -1.911 2.869 -3.442
H -3.488 3.364 -2.699
C 6.401 5.139 -1.634
C 5.396 4.112 -1.362
O 4.586 3.968 -0.428
N 5.305 2.987 -2.408
H 5.914 3.192 -3.203
H 5.748 2.177 -1.952
C 3.852 2.586 -2.651
H 6.044 5.686 -2.515
H 7.440 4.832 -1.868
H 6.426 5.862 -0.852
H 3.897 1.781 -3.409
H 3.442 3.517 -3.053
H 3.311 2.306 -1.750
As -0.293 0.095 0.113
F 0.016 0.903 -1.454
F 0.891 1.048 0.989
F -0.723 -0.711 1.671
F -1.494 -0.918 -0.709
F 0.914 -1.153 -0.156
F -1.540 1.337 0.466
As 4.977 -1.194 0.391
F 3.309 -1.548 0.963
F 4.340 -1.258 -1.289
F 6.441 -0.610 -0.247
F 5.443 -1.072 2.020
F 5.428 -2.852 0.262
F 4.453 0.580 0.419

***

No. 3
12
Properties=species:S:1:pos:R:3 method="wB97M-V/def2-TZVPD" lumo_ev=-7.6 max_force_ev_per_a=4.96 gap_ev=6.03 total_charge=+1 energy_ev=-44211.0184
N 0.352 1.135 1.485
S 0.045 2.392 0.279
S 0.550 -0.327 0.987
C 1.985 -0.391 -0.292
F 1.722 0.123 -1.486
F 3.035 0.239 0.220
F 2.306 -1.677 -0.455
O -3.115 -2.171 0.639
C -2.767 -1.286 -0.038
O -2.979 -0.230 -0.590
O -0.583 -0.690 -0.155
Tl -1.379 0.951 -0.980

***

No. 4
82
Properties=species:S:1:pos:R:3 method="wB97M-V/def2-TZVPD" lumo_ev="-8.7 / -8.7" max_force_ev_per_a=2.64 gap_ev="6.98 / 6.98" total_charge=+3 energy_ev=-74859.3000
Ce -0.804 -0.759 0.270
C -1.609 -0.490 3.755
N -1.577 -1.605 2.777
C -0.751 -2.673 3.330
C 0.651 -2.370 2.991
N 0.963 -1.751 1.845
C 2.319 -1.820 1.760
C 3.216 -1.462 0.751
C 4.557 -1.759 0.903
C 5.019 -2.329 2.064
C 4.198 -2.639 3.097
C 2.842 -2.480 2.888
N 1.722 -2.746 3.671
C -1.862 0.797 3.015
N -1.423 1.000 1.752
C -1.650 2.353 1.504
C -1.222 3.227 0.475
C -1.637 4.551 0.491
C -2.312 5.039 1.595
C -2.652 4.245 2.672
C -2.281 2.910 2.613
N -2.376 1.885 3.554
H -0.689 -0.441 4.304
H -2.381 -0.643 4.504
H -2.546 -1.991 2.696
H -0.987 -3.588 2.780
H -0.969 -2.897 4.363
H 2.886 -1.016 -0.163
H 5.265 -1.479 0.133
H 6.091 -2.644 2.180
H 4.622 -3.083 3.984
H 1.752 -3.138 4.615
H -0.670 2.819 -0.350
H -1.397 5.250 -0.327
H -2.595 6.095 1.670
H -3.099 4.651 3.564
H -2.813 1.988 4.464
C 2.956 3.524 -1.430
N 2.191 2.585 -0.556
C 2.323 2.454 0.798
C 1.596 1.364 1.196
N 0.985 0.839 0.071
C 1.316 1.627 -0.942
P 0.772 1.402 -2.701
C 0.924 -0.427 -2.867
N 0.367 -1.323 -2.039
C 0.801 -2.549 -2.457
C 1.567 -2.431 -3.557
N 1.652 -1.104 -3.819
C 2.352 -0.512 -4.952
C -1.029 1.530 -2.453
N -1.737 0.886 -1.512
C -3.010 1.327 -1.651
C -3.066 2.238 -2.689
N -1.829 2.359 -3.198
C -1.469 3.127 -4.394
H 2.867 4.541 -1.010
H 2.495 3.514 -2.408
H 3.945 3.194 -1.563
H 2.945 3.168 1.338
H 1.474 0.956 2.192
H 0.528 -3.467 -1.954
H 1.999 -3.209 -4.161
H 3.388 -0.366 -4.653
H 1.853 0.398 -5.245
H 2.310 -1.149 -5.812
H -3.855 1.001 -1.064
H -3.969 2.671 -3.122
H -2.275 3.806 -4.632
H -1.333 2.483 -5.253
H -0.543 3.684 -4.245
N -1.449 -5.281 -0.197
C -1.588 -3.962 -0.201
O -0.758 -3.161 0.324
C -2.781 -3.316 -0.843
C -2.756 -1.843 -0.613
H -0.709 -5.671 0.339
H -2.201 -5.879 -0.609
H -3.692 -3.760 -0.429
H -2.832 -3.542 -1.925
H -3.381 -1.467 0.180
H -3.147 -1.269 -1.474

***

No. 5
17
Properties=species:S:1:pos:R:3 method="wB97M-V/def2-TZVPD" lumo_ev="-7.0 / -7.2" max_force_ev_per_a=3.54 gap_ev="5.08 / 4.62" total_charge=+1 energy_ev=-9334.6056
C 0.532 -0.477 -0.170
C -1.786 -0.299 -0.313
C 1.281 -1.442 0.439
C -0.696 -1.059 -0.833
C 0.942 0.838 -0.298
C 2.124 1.489 0.256
N -3.715 0.448 0.758
N -2.865 -0.049 0.066
H 1.905 -1.295 1.282
H 0.903 -2.487 0.361
H -0.561 -1.183 -1.973
H -1.012 -2.064 -0.515
H 0.290 1.519 -0.929
H 1.828 1.922 1.199
H 2.386 2.353 -0.265
H 2.982 0.878 0.347
H -4.540 0.907 0.588

***

No. 6
22
Properties=species:S:1:pos:R:3 method="wB97M-V/def2-TZVPD" lumo_ev=5.9 max_force_ev_per_a=4.24 gap_ev=5.56 total_charge=-2 energy_ev=-23878.7561
C -1.332 -3.172 -1.189
C -1.024 -1.867 -0.988
C 0.493 1.953 -1.720
C 0.086 -1.445 -0.166
C 0.151 1.788 -0.286
C 0.890 1.348 0.707
O -0.831 -0.144 2.455
O -0.784 2.365 2.694
O 1.412 0.945 3.210
O 2.145 0.971 0.764
P 0.004 1.127 2.322
H -2.278 -3.331 -1.867
H -0.818 -4.085 -0.789
H -1.793 -1.206 -1.540
H -0.256 1.385 -2.218
H 0.337 2.975 -2.126
H 1.409 1.423 -1.934
H 0.844 -0.782 -0.638
H 0.526 -2.461 0.060
H -0.273 -1.058 0.825
H -0.808 2.377 0.014
H 1.900 0.893 2.410